The following is a DFT calculation (ωB97M-V/def2-TZVPD) of one molecule with the formula C5H11ClN2.

Properties
- total charge = 0
- energy above the lowest of the compared OMol25 structures with the same formula, charge and spin (eV) = 4.275
- HOMO energy (eV) = -8.90
- HOMO-LUMO gap (eV) = 9.623
- LUMO (Eh) = 0.02671

Geometry (Å):
N (2.372, -0.422, -0.921)
C (1.601, -1.084, 0.237)
C (0.505, -0.234, 0.873)
C (-0.796, -0.007, 0.235)
C (-1.615, -1.063, 0.240)
Cl (-3.234, -1.112, -0.358)
C (-0.871, 1.027, -0.630)
N (-1.447, 2.407, 0.039)
H (3.283, -0.840, -1.128)
H (1.909, -0.435, -2.072)
H (1.266, -2.224, -0.094)
H (2.326, -0.984, 0.983)
H (0.357, -0.518, 1.942)
H (0.933, 0.693, 0.998)
H (-1.601, -1.916, 0.919)
H (-1.497, 0.893, -1.524)
H (0.185, 1.293, -0.801)
H (-1.025, 2.363, 1.107)
H (-2.652, 2.163, -0.044)

Forces on the atoms, in the same order (eV/Å):
-2.29 0.22 -3.85
-0.59 -1.75 -3.63
-0.17 -1.33 1.62
-0.59 -6.33 1.52
-1.11 -0.15 1.65
-0.41 0.45 -0.87
-0.56 7.08 -2.27
-2.01 -3.05 1.09
-0.49 -0.18 0.72
1.18 -0.20 4.89
0.77 2.83 1.39
1.41 -1.07 1.20
0.15 -0.55 -0.75
1.29 2.42 0.16
1.04 0.27 -0.18
0.50 -0.03 0.22
-0.57 0.25 -1.04
-2.18 0.09 -3.17
4.66 1.04 1.32

The following is a DFT calculation (ωB97M-V/def2-TZVPD) of C53H40BrClN9O7PSTi as an isolated structure.

Properties
- total charge = -1
- energy above the lowest of the compared OMol25 structures with the same formula, charge and spin (eV) = 0.485
- HOMO energy (alpha / beta) (eV) = -4.10 / -4.83
- multiplicity = 2
- HOMO-LUMO gap (alpha / beta) (eV) = 6.184 / 6.705
- LUMO (alpha / beta) (Eh) = 0.07677 / 0.06893

Geometry (Å):
Ti (-0.273, 0.369, 0.107)
N (-1.158, 2.153, -3.883)
C (-0.275, 1.609, -2.963)
S (0.318, 0.039, -3.259)
N (-0.008, 2.479, -2.005)
N (0.561, 1.986, -0.886)
C (1.517, 2.720, -0.372)
C (2.190, 3.844, -1.093)
C (1.469, 4.914, -1.625)
C (2.116, 5.949, -2.280)
C (3.499, 5.939, -2.422)
C (4.228, 4.891, -1.884)
C (3.575, 3.859, -1.220)
C (1.992, 2.366, 0.979)
C (2.798, 3.226, 1.728)
C (3.122, 2.886, 3.026)
C (2.633, 1.704, 3.561)
C (1.835, 0.915, 2.756)
N (1.540, 1.223, 1.495)
H (-1.105, 1.750, -4.804)
H (-1.294, 3.149, -3.818)
H (0.393, 4.919, -1.521)
H (1.535, 6.769, -2.683)
H (4.000, 6.744, -2.944)
H (5.307, 4.870, -1.980)
H (4.159, 3.046, -0.804)
H (3.129, 4.162, 1.301)
H (3.735, 3.550, 3.623)
H (2.844, 1.401, 4.577)
H (1.397, 0.006, 3.146)
O (2.441, -4.164, 2.987)
C (3.298, -3.979, 1.995)
O (4.287, -4.659, 1.870)
C (2.973, -2.885, 1.025)
C (3.724, -2.562, -0.084)
Cl (5.229, -3.159, -0.617)
N (3.128, -1.525, -0.714)
N (2.019, -1.137, -0.064)
C (1.913, -1.946, 0.966)
C (0.688, -1.863, 1.826)
O (0.592, -2.607, 2.809)
O (-0.210, -1.027, 1.484)
C (3.485, -0.943, -1.977)
C (3.750, -1.762, -3.062)
C (4.083, -1.176, -4.272)
C (4.139, 0.207, -4.394)
C (3.842, 1.006, -3.303)
C (3.509, 0.427, -2.088)
H (1.668, -3.522, 2.916)
H (3.670, -2.837, -2.978)
H (4.282, -1.810, -5.127)
H (4.389, 0.658, -5.346)
H (3.836, 2.084, -3.389)
H (3.241, 1.029, -1.232)
N (-1.897, -0.045, -0.710)
P (-3.088, -1.035, -0.617)
C (-3.933, -1.114, -2.234)
C (-4.827, -2.107, -2.641)
C (-5.413, -2.061, -3.898)
C (-5.113, -1.017, -4.765)
C (-4.233, -0.021, -4.368)
C (-3.643, -0.067, -3.111)
C (-2.818, -2.756, -0.090)
C (-2.692, -3.827, -0.971)
C (-2.364, -5.095, -0.512)
C (-2.136, -5.302, 0.843)
C (-2.250, -4.242, 1.731)
C (-2.598, -2.981, 1.269)
C (-4.404, -0.529, 0.530)
C (-4.288, 0.681, 1.195)
C (-5.285, 1.099, 2.072)
C (-6.402, 0.306, 2.277)
C (-6.530, -0.906, 1.604)
C (-5.535, -1.322, 0.736)
H (-5.086, -2.919, -1.974)
H (-6.099, -2.842, -4.203)
H (-5.565, -0.983, -5.749)
H (-3.993, 0.797, -5.036)
H (-2.927, 0.690, -2.814)
H (-2.824, -3.679, -2.034)
H (-2.271, -5.915, -1.214)
H (-1.856, -6.284, 1.204)
H (-2.041, -4.383, 2.785)
H (-2.668, -2.163, 1.975)
H (-3.422, 1.288, 1.000)
H (-5.182, 2.045, 2.589)
H (-7.178, 0.628, 2.961)
H (-7.404, -1.527, 1.762)
H (-5.633, -2.274, 0.230)
O (-0.038, -2.617, -1.165)
N (0.124, -3.188, -2.280)
C (-0.638, -2.841, -3.344)
C (-0.464, -3.464, -4.561)
C (0.493, -4.454, -4.717)
C (1.269, -4.792, -3.617)
C (1.078, -4.152, -2.415)
H (-1.334, -2.032, -3.159)
H (-1.085, -3.138, -5.384)
H (0.634, -4.945, -5.670)
H (2.037, -5.551, -3.676)
H (1.625, -4.351, -1.505)
Br (-0.094, 3.937, 6.210)
C (-0.915, 4.330, 4.549)
C (-1.454, 5.586, 4.335)
N (-2.041, 5.930, 3.190)
C (-2.093, 5.006, 2.226)
C (-1.575, 3.726, 2.358)
C (-0.970, 3.376, 3.551)
C (-1.628, 2.754, 1.189)
O (-2.180, 3.095, 0.161)
O (-1.028, 1.635, 1.458)
H (-1.404, 6.336, 5.115)
H (-2.566, 5.280, 1.292)
H (-0.551, 2.386, 3.674)

Forces on the atoms, in the same order (eV/Å):
-0.42 -0.60 -0.78
0.15 -0.35 -0.17
-0.42 0.38 -0.45
0.05 0.49 0.22
0.14 -0.52 -0.21
1.08 1.22 -0.01
0.24 -0.17 0.01
-0.35 0.13 0.09
-0.10 -0.01 0.04
0.04 -0.01 0.01
-0.07 -0.01 0.03
-0.05 -0.07 0.02
0.15 -0.06 -0.06
0.00 0.25 -0.18
0.02 0.12 0.05
0.06 0.09 0.04
-0.01 0.00 -0.02
-0.02 -0.06 -0.12
-0.11 -0.08 -0.02
-0.01 0.07 0.03
0.00 0.04 0.03
-0.02 -0.01 -0.02
0.00 0.00 -0.01
0.00 0.00 0.01
0.00 -0.02 0.00
0.02 0.00 0.01
0.00 -0.02 0.03
0.00 -0.01 0.00
0.00 0.02 0.01
-0.01 -0.03 -0.01
1.06 -0.49 -0.36
-0.42 -0.06 0.38
0.23 -0.03 -0.15
0.12 -0.11 0.02
0.22 0.03 0.04
-0.07 -0.07 0.06
-0.14 0.16 -0.42
-0.06 -0.03 -0.05
-0.30 -0.20 0.31
-0.59 0.37 -0.44
-0.43 0.25 0.15
0.74 -0.97 0.91
-0.04 -0.24 0.35
-0.08 0.00 -0.13
0.01 0.03 -0.04
-0.03 -0.07 0.06
-0.05 -0.01 0.05
0.14 0.24 -0.05
-0.39 0.20 0.17
0.02 0.06 0.05
0.00 0.02 -0.02
-0.01 0.00 -0.01
0.02 0.04 -0.04
0.00 0.00 0.01
-0.12 -0.39 0.30
0.03 0.29 -0.24
-0.02 -0.05 -0.21
-0.09 0.14 0.03
0.07 0.04 0.04
-0.01 0.01 -0.01
0.01 -0.04 0.07
0.06 -0.14 -0.01
0.15 -0.18 0.03
-0.01 -0.04 -0.01
-0.02 0.10 0.10
0.00 0.02 -0.05
0.03 0.02 0.01
-0.01 0.02 0.02
-0.24 -0.06 0.02
-0.12 0.02 0.01
0.05 -0.06 -0.05
-0.02 -0.03 -0.01
0.04 0.04 0.00
0.02 0.03 0.07
0.05 -0.06 0.04
0.00 0.00 0.01
-0.01 0.00 0.00
0.00 0.00 -0.01
-0.04 -0.01 0.03
-0.03 0.04 -0.03
0.01 0.01 -0.01
-0.01 0.00 0.00
-0.02 -0.01 -0.04
0.02 0.02 -0.05
0.07 0.05 -0.03
0.00 0.00 0.00
0.00 0.00 0.00
0.00 0.00 0.01
0.02 -0.01 0.00
-0.02 -0.03 0.38
0.26 -0.09 0.02
-0.22 0.01 -0.16
0.04 -0.01 -0.03
-0.03 0.01 -0.05
0.06 -0.01 0.04
-0.15 0.00 -0.11
0.11 -0.16 0.01
0.00 -0.03 -0.02
0.01 0.00 0.00
-0.01 -0.01 -0.02
0.01 0.00 -0.01
0.04 -0.01 0.05
-0.01 -0.05 -0.09
-0.05 0.12 -0.05
0.05 -0.20 -0.05
-0.05 0.21 0.18
0.00 -0.07 -0.18
0.11 -0.05 0.16
0.57 -0.14 0.72
-0.08 -0.02 -0.19
-0.73 0.80 -0.06
-0.03 0.03 -0.01
0.00 0.03 -0.01
-0.02 0.00 -0.01

The following is a DFT calculation (ωB97M-V/def2-TZVPD) of one molecule with the formula C23H20N2O.

Properties
- total charge = 0
- energy above the lowest of the compared OMol25 structures with the same formula, charge and spin (eV) = 0.396
- HOMO energy (eV) = -7.45
- HOMO-LUMO gap (eV) = 8.047
- LUMO (Eh) = 0.02188

Geometry (Å):
C (-0.094, 2.821, -0.377)
C (-0.335, 1.371, -0.143)
C (-1.579, 0.765, 0.174)
C (-2.845, 1.460, 0.339)
O (-2.929, 2.629, 0.684)
C (-4.079, 0.681, 0.029)
C (-5.204, 0.836, 0.833)
C (-6.371, 0.155, 0.539)
C (-6.432, -0.664, -0.577)
C (-5.325, -0.800, -1.398)
C (-4.150, -0.134, -1.097)
C (-1.337, -0.614, 0.302)
C (-2.120, -1.710, 0.692)
C (-1.561, -2.956, 0.761)
C (-0.196, -3.132, 0.453)
C (0.569, -2.060, 0.110)
N (0.015, -0.823, 0.044)
C (0.613, 0.373, -0.243)
C (2.064, 0.477, -0.555)
C (2.925, 0.430, 0.725)
C (4.368, 0.262, 0.359)
C (5.265, 1.325, 0.383)
C (6.577, 1.102, 0.000)
C (6.949, -0.172, -0.398)
C (5.980, -1.164, -0.394)
N (4.729, -0.956, -0.029)
H (-1.025, 3.371, -0.279)
H (0.322, 2.988, -1.370)
H (0.612, 3.210, 0.356)
H (-5.144, 1.490, 1.690)
H (-7.236, 0.269, 1.175)
H (-7.345, -1.191, -0.811)
H (-5.378, -1.426, -2.277)
H (-3.288, -0.234, -1.741)
H (-3.157, -1.551, 0.935)
H (-2.154, -3.807, 1.057)
H (0.250, -4.112, 0.502)
H (1.621, -2.144, -0.110)
H (2.371, -0.343, -1.209)
H (2.252, 1.414, -1.080)
H (2.775, 1.342, 1.302)
H (2.616, -0.423, 1.331)
H (4.940, 2.305, 0.700)
H (7.297, 1.908, 0.012)
H (7.961, -0.391, -0.703)
H (6.214, -2.177, -0.697)

Forces on the atoms, in the same order (eV/Å):
0.03 0.04 -0.08
0.12 -0.47 -0.02
0.46 -0.17 0.01
-0.03 -0.03 0.05
-0.06 -0.12 0.03
-0.38 0.12 -0.11
0.15 0.02 0.01
-0.07 -0.01 0.06
-0.04 -0.04 -0.03
-0.05 -0.07 -0.09
0.02 0.11 0.08
-0.18 0.46 0.02
0.01 -0.60 0.09
-0.25 0.32 0.00
0.25 0.17 -0.08
0.15 -0.76 0.06
-0.59 0.05 0.12
0.19 0.95 -0.24
-0.14 -0.12 0.32
0.05 0.01 -0.25
0.05 0.27 0.20
0.03 -0.10 -0.02
-0.01 -0.08 -0.03
-0.03 0.09 0.03
0.33 -0.05 -0.11
-0.42 -0.25 0.03
0.07 0.08 -0.01
0.06 0.06 -0.05
0.04 0.12 0.03
0.00 0.08 0.06
-0.06 0.00 0.05
-0.07 -0.04 -0.02
-0.01 -0.04 -0.07
0.08 -0.03 -0.02
-0.05 -0.02 0.02
-0.09 -0.06 0.04
0.12 -0.04 -0.02
0.09 0.07 -0.02
0.06 0.06 -0.07
-0.01 -0.04 -0.07
-0.06 -0.01 0.04
0.03 0.04 0.06
-0.05 0.08 0.04
0.04 0.05 0.00
0.07 -0.04 -0.03
0.12 -0.04 -0.04

Question: Which value of total charge does entry 1 give?
Answer: 0